{"formula": "C3H5NO2S", "method": "ωB97M-V with the def2-TZVPD basis set", "gap_ev": [6.07, 7.10], "max_force_ev_per_a": 11.37, "energy_ev": -19603.955, "multiplicity": 3, "symbols": ["C", "C", "C", "N", "O", "O", "S", "H", "H", "H", "H", "H"], "positions_angstrom": [[-0.07666, -1.19382, 1.01201], [-1.00396, -0.25843, 0.94232], [0.82394, -0.49609, -1.05915], [0.06316, 2.08749, 0.13776], [-1.59898, 0.80136, -1.54127], [0.90429, -1.34069, 0.11969], [-0.53470, 0.80572, -0.52974], [0.17018, -2.05841, 1.66092], [-1.94033, -0.00704, 1.46398], [1.75373, 0.07079, -1.15777], [0.36789, -0.90219, -1.86665], [0.21653, 2.83729, -0.45884]], "atomic_forces_ev_per_a": [[6.1, -9.0, 3.4], [-5.4, 7.8, -3.0], [-0.1, 2.5, 4.3], [-1.3, -3.4, 0.5], [1.1, 0.2, 0.7], [0.9, 1.5, -3.6], [-0.1, 0.3, 2.2], [-1.3, 1.2, 0.5], [0.8, -0.5, -0.5], [-0.2, -0.5, -0.3], [-0.8, -1.8, -2.5], [0.4, 1.7, -1.6]], "mulliken_spin": [0.91, 0.73, -0.01, 0.03, 0.02, 0.21, 0.03, 0.03, 0.02, 0.00, 0.01, 0.01]}



{"formula": "C24H61N3O11", "method": "ωB97M-V with the def2-TZVPD basis set", "gap_ev": 8.90, "max_force_ev_per_a": 1.49, "smiles": "CCOC(=O)OC.COCCNCCOC.COCCNCCOC.COCCNCCOC.CO.CO", "energy_ev": -52864.656, "symbols": ["C", "C", "O", "C", "O", "O", "C", "H", "H", "H", "H", "H", "H", "H", "H", "C", "O", "C", "C", "N", "C", "C", "O", "C", "H", "H", "H", "H", "H", "H", "H", "H", "H", "H", "H", "H", "H", "H", "H", "C", "O", "C", "C", "N", "C", "C", "O", "C", "H", "H", "H", "H", "H", "H", "H", "H", "H", "H", "H", "H", "H", "H", "H", "C", "O", "C", "C", "N", "C", "C", "O", "C", "H", "H", "H", "H", "H", "H", "H", "H", "H", "H", "H", "H", "H", "H", "H", "C", "O", "H", "H", "H", "H", "C", "O", "H", "H", "H", "H"], "positions_angstrom": [[0.80237, 4.65959, 0.85306], [0.63230, 3.38016, 0.08564], [1.92225, 3.07347, -0.47036], [2.08953, 1.84306, -0.93921], [1.25002, 0.96823, -0.93344], [3.33330, 1.73339, -1.38983], [3.59975, 0.58896, -2.18702], [-0.14889, 4.94996, 1.29362], [1.15582, 5.43425, 0.17386], [1.55426, 4.50504, 1.62430], [-0.05751, 3.45776, -0.75339], [0.22572, 2.61704, 0.75198], [2.87833, 0.50390, -3.00384], [3.59786, -0.33140, -1.60808], [4.57245, 0.68340, -2.66368], [-7.53717, 8.02445, 0.97670], [-7.44329, 6.73355, 0.45837], [-6.47475, 6.62396, -0.57223], [-6.75588, 5.33147, -1.30758], [-5.94969, 5.14288, -2.51548], [-4.52434, 5.02093, -2.25435], [-4.11591, 3.74304, -1.49711], [-2.78984, 3.43702, -1.75895], [-2.44887, 2.12327, -1.40949], [-7.57747, 8.78981, 0.18849], [-6.67774, 8.28135, 1.61356], [-8.44346, 8.11514, 1.57214], [-5.46030, 6.66238, -0.16220], [-6.63295, 7.45625, -1.27253], [-7.82585, 5.26246, -1.50930], [-6.60649, 4.48482, -0.60936], [-6.26176, 4.25981, -2.90449], [-4.12825, 5.89514, -1.73847], [-3.98759, 4.97478, -3.20721], [-4.81823, 2.94118, -1.78016], [-4.27994, 3.89288, -0.41568], [-2.81268, 1.37995, -2.12485], [-2.82463, 1.88427, -0.40452], [-1.36799, 2.03197, -1.35674], [7.93287, -2.05054, 5.05627], [6.94384, -1.35167, 4.30541], [7.47103, -0.75915, 3.14568], [6.36922, -0.27359, 2.22707], [5.69148, -1.25581, 1.44242], [4.71253, -2.11669, 2.04989], [4.18465, -3.11445, 1.02822], [3.52973, -2.54030, -0.07792], [2.40502, -1.77181, 0.26495], [8.90016, -1.55374, 4.95628], [7.98160, -3.08978, 4.72622], [7.60583, -2.00276, 6.09339], [8.08631, -1.44466, 2.54746], [8.04228, 0.13085, 3.44733], [6.78908, 0.51399, 1.59168], [5.63144, 0.33181, 2.79389], [5.64630, -1.12931, 0.44963], [3.85735, -1.54740, 2.45236], [5.11166, -2.71843, 2.87117], [3.52043, -3.82159, 1.55679], [4.98480, -3.74682, 0.64026], [1.80515, -1.57989, -0.61660], [2.65884, -0.79208, 0.69808], [1.84737, -2.26688, 1.07281], [-2.76009, -5.44623, 4.27787], [-1.71217, -4.60281, 3.83892], [-0.44142, -5.24794, 3.77781], [-0.25070, -6.00667, 2.47874], [0.30096, -5.14505, 1.44619], [-0.55901, -4.06747, 0.96192], [-1.85217, -4.52408, 0.29787], [-1.66677, -5.32483, -0.85672], [-1.15205, -4.60137, -1.93831], [-3.05214, -6.15931, 3.50395], [-3.60586, -4.81795, 4.55890], [-2.47373, -5.94640, 5.21285], [-0.27418, -5.87573, 4.65885], [0.22804, -4.38676, 3.82255], [-1.22905, -6.43950, 2.22262], [0.43859, -6.83409, 2.64836], [0.53257, -5.69512, 0.62553], [0.06140, -3.45715, 0.30430], [-0.86711, -3.37623, 1.75124], [-2.50275, -3.66750, 0.07119], [-2.39543, -5.12576, 1.02751], [-0.93666, -5.29227, -2.75892], [-0.19509, -4.14168, -1.67673], [-1.86206, -3.89387, -2.38414], [-0.80682, 0.75534, -6.45744], [0.05621, 0.96692, -7.59516], [-0.65896, -0.28117, -6.14030], [-0.48433, 1.35973, -5.61881], [-1.84539, 0.95290, -6.72116], [-0.12530, 0.24892, -8.20646], [0.14756, -1.09510, -3.20299], [-0.34177, 0.21732, -3.35985], [0.14336, -1.39516, -2.15177], [-0.42530, -1.82453, -3.77503], [1.17882, -1.18376, -3.57273], [0.01727, 0.74552, -2.63556]], "atomic_forces_ev_per_a": [[0.1, 0.1, -0.4], [-0.5, 0.1, -0.1], [0.2, -0.5, 0.3], [-0.1, 0.1, 0.3], [0.0, 0.2, -0.3], [0.1, 0.3, -0.1], [0.0, -0.8, -0.7], [0.0, 0.1, 0.1], [-0.1, 0.2, 0.1], [-0.1, 0.1, 0.2], [-0.1, 0.3, 0.1], [0.5, -0.4, -0.2], [-0.1, 0.0, 0.2], [-0.1, 0.0, 0.2], [0.1, 0.4, 0.3], [0.3, 0.7, 0.2], [0.0, -0.3, -0.2], [-0.7, 0.2, -0.3], [0.2, -1.0, 0.8], [-0.3, 0.2, 0.3], [0.7, -0.6, -0.3], [-1.2, 0.6, 0.5], [0.6, 0.1, -0.4], [0.1, -0.4, 0.5], [-0.1, -0.1, -0.1], [0.0, -0.1, 0.0], [0.0, -0.2, 0.0], [0.0, 0.1, 0.0], [0.3, 0.0, 0.0], [0.1, 0.4, -0.5], [0.1, 0.3, 0.1], [0.0, 0.1, -0.3], [-0.2, 0.1, 0.0], [-0.2, 0.1, 0.0], [0.3, -0.1, -0.2], [0.2, -0.1, 0.0], [-0.1, 0.1, 0.0], [-0.1, -0.1, -0.1], [0.0, 0.1, -0.2], [-0.6, 0.4, -0.1], [0.1, -0.4, 0.1], [-0.2, 0.5, -0.4], [-0.8, 1.2, 0.1], [0.7, -0.6, 0.2], [-0.3, -0.1, -0.6], [-0.1, -0.6, 0.7], [0.2, 0.1, -0.5], [0.0, 0.3, 1.0], [0.1, -0.1, 0.1], [0.2, 0.0, 0.0], [0.1, -0.2, 0.1], [0.2, -0.1, 0.3], [0.3, -0.2, -0.1], [0.2, -0.4, -0.3], [0.2, -0.4, 0.4], [-0.2, 0.1, 0.0], [0.1, 0.0, 0.1], [0.2, 0.2, 0.0], [-0.2, 0.3, -0.1], [0.2, 0.3, -0.2], [-0.1, -0.2, -0.1], [0.2, 0.0, -0.3], [-0.3, -0.1, -0.4], [0.2, 0.4, 0.4], [-0.4, -0.3, 0.3], [-0.2, 0.9, -0.1], [-0.1, 0.0, 0.2], [0.0, 0.1, -0.3], [-0.1, 0.3, 0.0], [-0.1, 0.1, 0.2], [-0.2, -0.2, 0.2], [0.4, -0.4, -0.8], [-0.1, -0.2, 0.1], [0.0, 0.1, -0.4], [0.1, -0.3, -0.2], [-0.1, -0.1, 0.0], [0.4, -0.3, 0.0], [0.1, -0.1, -0.1], [0.1, 0.0, -0.1], [0.1, -0.1, 0.2], [-0.1, -0.1, -0.2], [0.2, -0.3, 0.3], [0.2, 0.1, -0.1], [-0.1, -0.1, -0.2], [0.0, -0.2, 0.3], [-0.1, 0.4, -0.1], [0.0, 0.3, 0.5], [0.7, -0.6, -0.6], [-0.3, 0.3, 0.4], [-0.4, 0.0, 0.2], [0.0, 0.3, -0.2], [-0.1, 0.0, 0.2], [0.0, 0.1, -0.1], [0.7, -0.2, 0.2], [-0.3, 0.0, -0.1], [-0.1, -0.1, 0.0], [-0.4, 0.3, 0.0], [0.0, 0.0, 0.1], [0.1, -0.2, 0.0]], "lowdin_charge": [-0.06, -0.22, 0.05, -0.58, 0.09, 0.03, -0.02, 0.08, 0.08, 0.08, 0.11, 0.13, 0.09, 0.08, 0.10, -0.13, -0.19, -0.23, -0.22, -0.06, -0.20, -0.26, -0.17, -0.11, 0.09, 0.09, 0.09, 0.12, 0.13, 0.12, 0.12, 0.10, 0.11, 0.12, 0.13, 0.12, 0.10, 0.10, 0.05, -0.10, -0.20, -0.25, -0.23, -0.06, -0.21, -0.23, -0.18, -0.13, 0.08, 0.09, 0.08, 0.13, 0.12, 0.12, 0.12, 0.11, 0.11, 0.12, 0.12, 0.13, 0.06, 0.09, 0.09, -0.11, -0.21, -0.21, -0.21, -0.05, -0.21, -0.21, -0.18, -0.13, 0.08, 0.09, 0.09, 0.12, 0.12, 0.11, 0.12, 0.11, 0.08, 0.12, 0.13, 0.11, 0.09, 0.08, 0.09, -0.15, -0.14, 0.07, 0.06, 0.08, 0.06, -0.16, -0.13, 0.06, 0.07, 0.08, 0.04]}



{"formula": "FH12O6", "method": "ωB97M-V with the def2-TZVPD basis set", "gap_ev": 10.45, "max_force_ev_per_a": 1.93, "energy_ev": -15200.418, "charge": -1, "symbols": ["F", "O", "H", "H", "O", "H", "H", "O", "H", "H", "O", "H", "H", "O", "H", "H", "O", "H", "H"], "positions_angstrom": [[0.18900, -0.18921, 0.05016], [-0.23000, 2.19479, -0.98684], [-0.06900, 1.35279, -0.55984], [0.51500, 2.72779, -0.67884], [-2.13400, -0.12021, 1.08416], [-1.20300, -0.04821, 0.78516], [-2.30000, 0.33279, 1.93616], [0.49000, 1.75279, 1.88216], [0.45600, 0.95979, 1.33116], [-0.43800, 1.84979, 2.23216], [-1.14900, -0.67921, -2.05984], [-0.52400, -1.06521, -2.64784], [-0.64700, -0.34821, -1.27984], [0.19100, -2.87221, 0.28816], [0.08400, -1.92321, 0.20016], [-0.72600, -3.17121, 0.33916], [2.74400, 0.10379, -0.68584], [1.83300, -0.04921, -0.36984], [2.91800, -0.80821, -0.85984]], "atomic_forces_ev_per_a": [[0.5, -0.1, 0.5], [0.2, 1.2, -0.4], [0.0, -0.5, 0.1], [-0.2, -0.1, 0.0], [-1.0, 0.2, 0.9], [-0.2, 0.1, 0.4], [0.6, -0.4, -1.0], [-1.3, 0.6, 1.3], [0.0, -0.3, -0.2], [1.6, -0.1, -0.7], [-1.0, 0.4, 0.5], [0.8, -0.3, -0.5], [-0.2, -0.4, -0.6], [-0.3, -1.0, 0.1], [0.2, 0.8, -0.1], [0.2, 0.0, 0.0], [-0.4, 0.2, 0.2], [-0.3, 0.8, 0.1], [0.9, -1.0, -0.4]], "lowdin_charge": [-0.45, -0.08, -0.05, 0.03, -0.09, -0.04, 0.03, -0.09, -0.03, 0.05, -0.08, 0.00, -0.03, -0.08, -0.03, 0.03, -0.08, -0.01, 0.00]}



{"formula": "C4H9NO2S", "method": "ωB97M-V with the def2-TZVPD basis set", "gap_ev": [6.02, 6.25], "max_force_ev_per_a": 8.31, "energy_ev": -20707.871, "multiplicity": 3, "symbols": ["C", "C", "C", "C", "N", "O", "O", "S", "H", "H", "H", "H", "H", "H", "H", "H", "H"], "positions_angstrom": [[1.17584, 1.27645, -0.87425], [-1.13322, -1.27144, 0.52905], [-0.17011, 0.64146, 1.51426], [0.01988, 0.31192, -0.80855], [-0.01941, -0.31862, 0.48813], [2.40897, 0.76529, -0.83419], [0.99156, 2.45830, -0.97840], [0.39972, -0.81765, -2.25725], [-1.92001, -0.74583, 0.15365], [-0.82405, -2.06930, -0.08640], [-1.33313, -1.79094, 1.53532], [-0.83656, 1.50385, 1.40796], [-0.54735, 0.02195, 2.43936], [0.77527, 0.99381, 1.84172], [-0.80188, 0.98126, -1.06637], [2.29928, -0.24741, -1.10987], [-0.48480, -1.69310, -1.89419]], "atomic_forces_ev_per_a": [[-0.1, -8.2, 1.2], [2.2, -1.5, 2.2], [-0.8, -1.0, 3.6], [1.4, 1.8, -0.6], [-0.5, -1.1, -0.7], [1.5, -2.9, -0.6], [-1.1, 8.2, -0.9], [0.2, 0.7, 0.2], [-3.1, 0.8, -0.9], [-0.2, -1.1, -0.9], [0.4, 1.4, -1.3], [-0.3, -0.2, -0.5], [0.6, 1.4, -1.5], [1.0, 0.7, 0.1], [-0.9, -0.6, 0.1], [0.4, 2.7, 0.7], [-0.7, -1.1, 0.0]], "mulliken_spin": [0.64, 0.01, 0.00, 0.08, 0.03, 0.13, 0.99, 0.09, 0.00, 0.00, 0.00, 0.00, 0.00, -0.01, 0.01, 0.01, 0.02]}